(w)
ORCA calculation (ωB97M-V/def2-TZVPD) on C2H2FN in the gas phase.

Last column: Löwdin charge in e.
Geometry (Å):
C1 0.9055 0.1266 -0.3318  -0.277
C2 -0.3020 0.4969 0.5050  -0.033
N1 0.2860 1.4325 -0.1001  0.125
F1 2.2293 -0.0090 0.1958  -0.040
H1 0.6623 -0.2338 -1.3421  0.124
H2 -0.9066 0.2682 1.3579  0.100

The value obtained for the molar mass is 59.0 g/mol. The HOMO-LUMO gap comes out at 11.1 eV. Its SMILES is F[C@H]1C=N1. As for the HOMO energy: -10.3 eV.

=====

(x)
ORCA calculation (ωB97M-V/def2-TZVPD) on C2H2FN in the gas phase.

Last column: Löwdin charge in e.
Geometry (Å):
C1 0.4550 0.1495 0.1677  -0.191
C2 -0.6953 -0.4938 -0.5281  -0.148
H1 0.9162 -0.3862 0.9231  0.101
H2 1.1262 0.5926 -0.5612  0.121
N1 -1.6867 -0.9819 -0.9266  0.147
F1 -0.1154 1.1198 0.9252  -0.030

The value obtained for the molar mass is 59.0 g/mol. The HOMO-LUMO gap comes out at 13.0 eV. Its SMILES is N#CCF. As for the HOMO energy: -12.2 eV.

=====

Calculated relative energies: (w) 34.2; (x) 0.0, given in kcal/mol